1 | 45
Properties=species:S:1:pos:R:3:nbo_charge:R:1 method="wB97M-V/def2-TZVPD" gap_ha=0.277 smiles="O=S(=O)(NCCCN1CCOCC1)c1ccc2ccccc2c1"
O -2.74700 -2.24122 -1.96413 -0.9552
S -2.54110 -1.78203 -0.70090 2.4186
O -3.41739 -2.22072 0.27339 -0.9956
N -2.81036 -0.13353 -0.80835 -0.9173
H -3.27532 -0.04305 -1.81104 0.4215
C -3.48301 0.47814 0.42877 -0.1451
C -2.44231 0.93854 1.51402 -0.3464
H -2.86983 1.26754 2.18044 0.1482
C -1.68483 2.39747 0.84551 -0.2008
N -0.34818 2.24047 0.20149 -0.5242
C -0.54558 2.03667 -1.14635 -0.2436
C 0.75372 2.17891 -1.95302 -0.0300
O 1.92484 1.22024 -1.30602 -0.6029
C 2.00934 1.90185 0.18680 -0.1099
C 0.66363 1.55752 0.76702 -0.2066
H 0.68639 1.92493 2.04002 0.1897
H 0.53014 0.32490 0.98837 0.1792
H 2.75897 1.17733 0.67725 0.2069
H 2.34165 2.99240 0.12977 0.2117
H 0.81573 1.75321 -2.75752 0.1675
H 1.02260 3.15840 -1.95047 0.1643
H -1.38181 2.51249 -1.51171 0.2072
H -0.74412 0.88319 -1.17809 0.1847
H -1.46202 2.97671 2.02982 0.1771
H -2.31368 3.15902 0.10370 0.2131
H -1.53756 0.29655 1.49351 0.2273
H -4.03629 1.21884 0.04753 0.1831
H -4.03028 0.00959 0.87460 0.1526
C -1.08656 -1.97069 -0.03496 -0.4720
C 0.03187 -1.78900 -0.97820 -0.1161
C 1.35417 -1.68230 -0.67674 -0.0684
C 2.38479 -1.60936 -1.64248 -0.0800
C 3.73674 -1.56635 -1.04484 -0.1619
C 3.95747 -1.96911 0.26913 -0.2359
C 2.92782 -2.11861 1.18203 -0.1340
C 1.65950 -1.83134 0.78551 -0.1493
C 0.57084 -2.23478 1.47147 -0.0625
C -0.75211 -2.17101 1.47130 -0.1814
H -1.60927 -2.30609 1.87863 0.2374
H 0.64864 -2.30743 2.77824 0.1796
H 3.24892 -2.31013 2.38344 0.2250
H 4.86642 -1.78093 0.86909 0.2271
H 4.42694 -1.48178 -1.71852 0.1964
H 2.14825 -1.53776 -2.52886 0.1809
H -0.35078 -1.51771 -2.15864 0.2398

=====

2 | 45
Properties=species:S:1:pos:R:3:nbo_charge:R:1 method="wB97M-V/def2-TZVPD" gap_ha=0.283
C -6.18954 -1.83220 0.51715 -0.5850
C -5.98698 -0.61390 1.32526 -0.3482
C -4.54665 -0.00415 1.40034 -0.0962
O -4.27616 0.36716 0.13031 -0.5078
C -3.04405 0.68607 -0.17725 0.3638
C -2.13663 0.82172 1.00572 -0.3067
C -0.90847 1.25220 0.80639 -0.1988
C -0.52666 1.83158 -0.76321 0.0476
C -1.55772 1.81145 -1.70296 -0.2665
C -2.72891 1.27575 -1.31765 -0.3033
H -3.60274 1.49679 -2.03843 0.2231
H -1.39620 2.23188 -2.71071 0.2192
C 0.91870 2.07818 -1.07859 -0.5425
C 1.93069 1.33349 -0.47162 -0.1798
C 1.94918 -0.04931 -1.07834 0.2532
N 2.79539 -0.95333 -0.31496 -0.5782
C 3.80097 -0.77394 0.58270 0.1853
S 4.76859 -1.77791 1.21933 0.0066
N 3.83651 0.79048 0.88818 -0.6662
C 2.82575 1.72346 0.63887 0.6608
O 2.86833 2.78062 0.91208 -0.5401
H 4.28066 1.04260 1.82496 0.4079
H 2.81610 -1.76650 -0.71167 0.3882
C 1.01045 -0.58962 -1.84108 -0.1368
O 0.70620 -1.78746 -1.93320 -0.5248
C -0.21656 -2.01190 -0.70662 -0.1247
C -0.58128 -3.68421 -0.42388 -0.5561
H -1.34736 -3.42321 0.28361 0.2074
H 0.21931 -4.03196 0.06537 0.2045
H -0.86748 -4.03070 -1.26791 0.2006
H 0.04568 -1.41746 0.17075 0.2004
H -1.23528 -1.54267 -1.17777 0.1835
H 1.67237 -0.66935 -2.92938 0.2062
H 0.16584 -0.14409 -2.20004 0.2352
H 1.08682 3.12578 -0.43494 0.2591
H 1.03381 2.64547 -2.00058 0.2463
H -0.03505 1.41977 1.23836 0.2059
H -2.28442 0.60341 2.22883 0.2485
H -4.05480 -0.86976 1.74363 0.1791
H -4.75548 0.83492 2.27156 0.1896
H -6.68188 0.11899 1.08572 0.2029
H -6.63204 -0.76929 2.57276 0.1538
H -7.37263 -2.19635 0.37248 0.1960
H -5.90977 -1.74040 -0.53186 0.2112
H -5.76278 -2.59310 0.77118 0.1757

=====

Energies relative to the most stable structure, in eV: 1 2.838; 2 0.000.